The following is a DFT calculation (ωB97M-V/def2-TZVPD) of one molecule with the formula C10H8Cl2O at a distorted geometry.

XYZ file:
```
21
Properties=species:S:1:pos:R:3:forces:R:3:mulliken_charge:R:1
C -2.10048 -2.89180 -0.12230 0.986 -1.185 0.570 -0.86
C -1.58818 -1.66542 -0.11095 -3.173 -3.213 2.532 -0.38
C -2.26219 -0.72410 0.73690 0.871 4.064 -3.116 0.61
O -2.90112 -0.71405 1.70674 -0.752 -0.898 1.640 -0.44
C -2.07432 0.89222 -0.15105 -0.543 -3.047 2.186 0.77
Cl -3.11329 1.91818 0.79126 -0.434 0.650 -0.454 -0.14
Cl -2.55375 0.53699 -1.82518 -0.628 0.499 0.316 -0.19
C -0.64561 1.21427 0.02012 0.786 0.418 -0.736 0.10
C 0.08387 1.41672 -1.15276 1.444 0.363 3.097 -0.56
C 1.41719 1.73800 -1.06401 2.052 -0.182 -1.381 -0.45
C 2.05088 1.75762 0.17505 1.587 1.684 0.886 -0.48
C 1.29756 1.68750 1.33815 -1.309 -1.429 1.057 -0.56
C -0.03899 1.31806 1.30070 -0.531 0.596 -3.491 -0.44
H -1.67946 -3.74273 -0.67272 -0.180 0.656 -0.221 0.28
H -2.80154 -3.19906 0.64307 -0.478 0.290 -0.207 0.27
H -0.82516 -1.39394 -0.67985 3.039 1.418 -2.460 0.53
H -0.34500 1.35700 -2.06751 -1.277 -0.103 -2.479 0.55
H 2.00611 1.91131 -2.04056 -0.896 -0.283 1.806 0.27
H 3.13363 2.05392 0.36313 -1.425 -0.570 -0.881 0.27
H 1.61972 1.73853 2.37084 1.044 0.344 -0.288 0.36
H -0.74311 1.22974 2.07270 -0.183 -0.074 1.624 0.47
```
Positions in Å, forces in eV/Å.

Calculated values
* energy relative to the best compared isomer or geometry (same formula, charge and spin): 1.075 eV
* lowest unoccupied orbital energy: -0.01 eV
* structure (SMILES): C=CC(=O)C(Cl)(Cl)c1ccccc1
* highest occupied orbital energy: -8.73 eV
* DFT total energy: -37589.5774 eV
* total charge: 0